Entry 1:
Entry from the Open Molecules 2025 dataset: an isolated molecule of C23H26N4O3S (ωB97M-V with the def2-TZVPD basis set).

Computed properties:
* gap between HOMO and LUMO: 7.83 eV
* highest occupied orbital energy: -7.732 eV
* energy relative to the best compared isomer or geometry (same formula, charge and spin): 26.62 kcal/mol
* structure (SMILES): CCCn1c(=S)[nH]c2cc(C(=O)N3CCN(c4ccccc4OC)CC3)ccc2c1=O
* LUMO level: 0.10 eV

Geometry as ORCA input:
```
! wB97M-V def2-TZVPD RIJCOSX def2/J DEFGRID3
* xyz 0 1
C 6.1620 4.1637 -3.3029
C 5.1960 3.5996 -2.2709
C 5.0550 2.0867 -2.4326
N 4.1250 1.5304 -1.4608
C 4.5934 1.1954 -0.2229
S 6.1657 1.3566 0.2404
N 3.7024 0.6858 0.6721
C 2.3671 0.5095 0.4179
C 1.5027 -0.0175 1.3756
C 0.1625 -0.1794 1.0717
C -0.3320 0.2002 -0.1783
C 0.5234 0.7165 -1.1272
C 1.8797 0.8702 -0.8436
C 2.7909 1.4171 -1.8543
O 2.4439 1.7487 -2.9662
H 0.1691 1.0130 -2.1022
H -1.3843 0.0926 -0.3922
C -0.7970 -0.6731 2.1197
O -1.3422 0.1048 2.8780
N -0.9712 -2.0117 2.1700
C -0.4557 -2.9389 1.1949
H 0.4511 -2.5428 0.7376
C -1.5390 -3.2072 0.1141
N -2.8457 -2.8130 0.5973
C -3.4465 -1.6803 0.0429
C -3.4183 -1.5554 -1.3482
C -3.9246 -0.4480 -2.0023
C -4.4999 0.5700 -1.2698
C -4.5964 0.4470 0.1061
C -4.0993 -0.6628 0.7756
O -4.2248 -0.8202 2.1302
C -4.6445 0.2748 2.9071
H -4.5869 -0.0643 3.9406
H -5.6769 0.5623 2.6824
H -3.9773 1.1311 2.7761
H -5.0617 1.2425 0.6648
H -4.8866 1.4519 -1.7563
H -3.8676 -0.3890 -3.0783
H -2.9903 -2.3551 -1.9333
C -3.0541 -3.2477 1.9566
C -2.0629 -2.5706 2.9385
H -2.5344 -1.7482 3.4741
H -1.6697 -3.2964 3.6581
H -2.8965 -4.3331 1.9646
H -4.0806 -3.0476 2.2510
H -1.5488 -4.2748 -0.1390
H -1.2951 -2.6407 -0.7832
H -0.2026 -3.8635 1.7238
H 1.8800 -0.2920 2.3497
H 4.0780 0.4533 1.5825
H 6.0229 1.6007 -2.2947
H 4.6592 1.8534 -3.4229
H 4.2135 4.0612 -2.3890
H 5.5615 3.8190 -1.2657
H 6.2549 5.2398 -3.1830
H 5.8069 3.9577 -4.3099
H 7.1467 3.7177 -3.1843
*
```

=====

Entry 2:
Entry from the Open Molecules 2025 dataset: C23H26N6NaO3PS3 as an isolated structure at a distorted geometry (ωB97M-V with the def2-TZVPD basis set).

Computed properties:
* gap between HOMO and LUMO: 5.14 eV
* highest occupied orbital energy: -1.384 eV
* energy relative to the best compared isomer or geometry (same formula, charge and spin): 26.09 kcal/mol
* LUMO level: 3.76 eV

Geometry as ORCA input:
```
! wB97M-V def2-TZVPD RIJCOSX def2/J DEFGRID3
* xyz -2 1
Na -0.0711 -0.2089 -0.2831
S 2.3555 -0.1168 -1.8858
C 2.3316 1.5891 -1.6442
N 3.4304 2.2849 -1.5931
N 3.3313 3.6410 -1.2491
C 2.8740 4.2150 -0.0797
C 3.0437 5.5991 0.0846
C 2.6003 6.2419 1.2292
C 1.9893 5.5315 2.2551
C 1.8490 4.1548 2.1152
C 2.2827 3.4988 0.9746
N 1.1186 2.3667 -1.5886
N 0.0540 1.7677 -1.6067
C -1.0818 2.6450 -1.6682
C -2.2749 2.0699 -2.0784
C -3.4163 2.8482 -2.1986
C -3.3731 4.1960 -1.8808
C -2.1841 4.7635 -1.4295
C -1.0385 3.9943 -1.3235
H 3.9724 4.1993 -1.7782
H 3.5208 6.1666 -0.7090
H 2.7336 7.3146 1.3196
H 1.6312 6.0358 3.1434
H 1.3877 3.5724 2.9049
H 2.1657 2.4295 0.9022
H -2.2984 1.0083 -2.2874
H -4.3437 2.3932 -2.5209
H -4.2691 4.7992 -1.9580
H -2.1521 5.8087 -1.1490
H -0.1127 4.4153 -0.9541
S -3.0142 -0.0369 0.4483
C -2.5911 -0.3299 2.0871
S -0.9533 -0.1743 2.6019
C -3.5847 -0.7386 3.0115
C -4.9590 -0.8813 2.6484
N -6.0886 -1.0056 2.4256
C -3.2923 -1.0505 4.3748
N -3.1268 -1.3292 5.4867
C 1.1059 -5.9468 -2.7788
C 0.0230 -5.4169 -1.8577
O 0.5975 -4.6536 -0.8034
P 0.3635 -3.0018 -0.8872
O 1.2992 -2.6241 0.3876
C 2.7292 -2.6876 0.2746
C 3.2447 -3.9265 0.9838
O -1.0678 -2.8044 -0.2041
C -1.4188 -3.4048 1.0749
C -2.8473 -3.8904 0.9945
H 0.6793 -6.6109 -3.5360
H 1.8479 -6.5001 -2.1992
H 1.6111 -5.1175 -3.2793
H -0.5327 -6.2410 -1.4062
H -0.6929 -4.8141 -2.4273
H 3.1184 -1.7814 0.7304
H 3.0294 -2.6776 -0.7759
H 2.9386 -3.9103 2.0318
H 4.3368 -3.9576 0.9326
H 2.8360 -4.8246 0.5184
H -1.3100 -2.6390 1.8398
H -0.7292 -4.2203 1.2957
H -3.5208 -3.0445 0.8437
H -3.1135 -4.3844 1.9328
H -2.9735 -4.5979 0.1678
*
```

=====

Entry 3:
Entry from the Open Molecules 2025 dataset: C23H27AsN3O4RuSe2 as an isolated structure (ωB97M-V with the def2-TZVPD basis set).

Computed properties:
* gap between HOMO and LUMO (alpha / beta): 7.29 / 6.98 eV
* highest occupied orbital energy (alpha / beta): -14.472 / -14.615 eV
* energy relative to the best compared isomer or geometry (same formula, charge and spin): 0.00 kcal/mol
* ⟨S²⟩: 0.76
* LUMO level (alpha / beta): -7.18 / -7.63 eV

Geometry as ORCA input:
```
! wB97M-V def2-TZVPD RIJCOSX def2/J DEFGRID3
* xyz 2 2
Ru -0.1150 0.2816 -0.4895
O -0.2030 1.3567 1.3464
C -0.1165 0.8556 2.4762
C -0.0408 -0.5400 2.7855
C 0.1688 -0.8882 4.1313
C 0.1966 -2.2058 4.4870
C -0.0053 -3.2193 3.5510
C -0.2342 -2.8943 2.2335
C -0.2504 -1.5545 1.8200
O -0.5206 -1.3120 0.5450
N 0.4337 -2.5634 5.9009
O 0.4988 -3.7429 6.1609
O 0.6648 -1.6513 6.6636
H -0.1164 1.5495 3.3245
H 0.3067 -0.1266 4.8886
H 0.0144 -4.2489 3.8818
H -0.4068 -3.6650 1.4950
Se 0.9231 2.0857 -2.0765
Se -0.7713 3.3211 -0.9791
C -2.2588 2.0826 -1.1115
C -3.4999 2.6224 -1.3930
C -4.6080 1.7847 -1.3635
C -4.4354 0.4402 -1.0814
C -3.1587 -0.0321 -0.8401
N -2.0925 0.7739 -0.8502
C 2.2902 1.5740 -0.7893
C 3.5200 2.1724 -0.6621
C 4.4441 1.5483 0.1767
C 4.0973 0.3751 0.8220
C 2.8280 -0.1584 0.6330
N 1.9477 0.4391 -0.1656
H -3.5969 3.6717 -1.6360
H -5.5931 2.1832 -1.5656
H -5.2740 -0.2403 -1.0479
H -2.9597 -1.0719 -0.6142
H 3.7564 3.0822 -1.1957
H 5.4272 1.9790 0.3123
H 4.7959 -0.1305 1.4733
H 2.5048 -1.0674 1.1235
C -1.0533 0.6415 -4.5210
C -1.2723 -0.7424 -3.9222
As -0.0562 -1.1950 -2.4731
C -0.4867 -3.0366 -2.0040
C -1.1531 -3.8498 -3.1100
C 1.7129 -1.2727 -3.2937
C 1.8831 -2.3321 -4.3783
H -1.7256 0.7925 -5.3654
H -0.0357 0.7670 -4.8951
H -1.2574 1.4356 -3.8016
H -1.1383 -1.5167 -4.6785
H -2.2868 -0.8565 -3.5378
H -1.1212 -2.9812 -1.1212
H 0.4554 -3.4860 -1.6827
H -2.1332 -3.4502 -3.3701
H -1.3026 -4.8727 -2.7652
H -0.5544 -3.8957 -4.0175
H 2.4123 -1.4416 -2.4710
H 1.9270 -0.2812 -3.6953
H 1.7858 -3.3377 -3.9732
H 2.8755 -2.2543 -4.8212
H 1.1584 -2.2133 -5.1840
*
```

=====

Entry 4:
Entry from the Open Molecules 2025 dataset: C23H27AuN5 as an isolated structure (ωB97M-V with the def2-TZVPD basis set).

Computed properties:
* gap between HOMO and LUMO: 7.92 eV
* highest occupied orbital energy: -18.646 eV
* LUMO level: -10.72 eV

Geometry as ORCA input:
```
! wB97M-V def2-TZVPD RIJCOSX def2/J DEFGRID3
* xyz 3 1
Au 0.2185 0.4347 -0.0003
C -0.8827 -2.0524 1.2651
N -1.3006 -1.4316 0.0006
C -2.6658 -0.9229 0.0011
C -2.7516 0.5915 -0.0003
C -3.9838 1.2283 -0.0012
C -4.0434 2.6089 -0.0023
C -2.8603 3.3448 -0.0025
C -1.6652 2.6714 -0.0016
N -1.6305 1.3166 -0.0005
C -0.8837 -2.0528 -1.2640
C -0.5324 -1.0263 -2.3395
C -0.7033 -1.3166 -3.6791
C -0.3025 -0.4093 -4.6502
C 0.2582 0.8009 -4.2651
C 0.4029 1.0624 -2.9218
N 0.0165 0.1679 -1.9914
C -0.5310 -1.0255 2.3400
C -0.7009 -1.3153 3.6798
C -0.2996 -0.4074 4.6503
C 0.2604 0.8027 4.2643
C 0.4041 1.0638 2.9209
N 0.0173 0.1687 1.9910
H 0.0095 -2.6572 1.0840
H -1.6419 -2.7313 1.6606
H -3.2101 -1.2901 0.8748
H -3.2115 -1.2919 -0.8710
H -4.8880 0.6323 -0.0010
H -5.0013 3.1129 -0.0031
H -2.8634 4.4259 -0.0034
H -0.7180 3.1937 -0.0016
H -1.6432 -2.7318 -1.6589
H 0.0086 -2.6577 -1.0833
H -1.1520 -2.2608 -3.9597
H -0.4313 -0.6446 -5.6989
H 0.5734 1.5381 -4.9903
H 0.8199 1.9940 -2.5643
H -1.1491 -2.2595 3.9611
H -0.4276 -0.6424 5.6992
H 0.5760 1.5403 4.9890
H 0.8206 1.9953 2.5627
C 5.3349 0.2578 1.3476
C 4.7971 -0.2604 0.0009
C 5.0798 -1.7645 -0.1706
C 5.3699 0.5528 -1.1753
C 3.3397 -0.0783 0.0007
N 2.1995 0.0565 -0.0001
H 6.4146 0.1148 1.3451
H 4.9207 -0.2992 2.1878
H 5.1341 1.3207 1.4801
H 6.1613 -1.8935 -0.1711
H 4.6914 -2.1432 -1.1158
H 4.6682 -2.3496 0.6515
H 6.4499 0.4113 -1.1746
H 5.1678 1.6181 -1.0664
H 4.9826 0.2038 -2.1323
*
```